No. 1
{
  "formula": "CHBr2O2P",
  "method": "ωB97M-V with the def2-TZVPD basis set",
  "orbital_gap_ev": 9.8640,
  "smiles": "O=COP(Br)Br",
  "e_lumo_ev": -0.46,
  "total_energy_ev": -154522.9414,
  "e_above_lowest_kj_mol": 21.7,
  "elements": ["O", "C", "O", "P", "Br", "Br", "H"],
  "xyz": [[1.97641, 0.62615, -1.30430], [0.98177, 0.09430, -0.95085], [0.69889, -0.21981, 0.33512], [-0.71142, -0.85140, 0.94370], [-0.90787, 0.17413, 2.99592], [-2.17377, 0.37948, -0.22424], [0.13599, -0.20285, -1.79535]],
  "mulliken_charge": [-0.3711, 0.2885, -0.1762, 0.3624, -0.1290, -0.1439, 0.1693]
}

***

No. 2
{
  "formula": "C24H26Cl3N2O2P2SiTi",
  "method": "ωB97M-V with the def2-TZVPD basis set",
  "orbital_gap_ev": [5.6291, 7.5026],
  "e_lumo_ev": [2.55, 2.54],
  "total_charge": -1,
  "total_energy_ev": -119531.7500,
  "e_above_lowest_kj_mol": 0.0,
  "spin_multiplicity": 3,
  "elements": ["Ti", "O", "C", "C", "C", "C", "C", "C", "C", "N", "N", "C", "O", "C", "C", "C", "C", "C", "C", "H", "H", "H", "H", "H", "H", "H", "H", "H", "H", "C", "P", "C", "C", "C", "C", "C", "C", "C", "P", "C", "C", "H", "H", "H", "H", "H", "H", "H", "H", "H", "H", "H", "H", "H", "H", "H", "H", "Cl", "Si", "Cl", "Cl"],
  "xyz": [[0.29219, 0.57018, 0.23065], [-0.12044, -1.25562, 1.02368], [0.09162, -2.52790, 0.82026], [-0.52197, -3.48373, 1.65176], [-0.33442, -4.83529, 1.44403], [0.47990, -5.28924, 0.40543], [1.11129, -4.36184, -0.39859], [0.94073, -2.98717, -0.20860], [1.69798, -2.06535, -1.01924], [1.66449, -0.78533, -0.91777], [2.57358, -0.14082, -1.73617], [2.53795, 1.14015, -1.49504], [1.76687, 1.68600, -0.63067], [3.46096, 2.02256, -2.25589], [3.38147, 3.39757, -2.06373], [4.23070, 4.24774, -2.75708], [5.16267, 3.73038, -3.64556], [5.24032, 2.35632, -3.84210], [4.39310, 1.50518, -3.15182], [-1.14538, -3.12133, 2.46096], [-0.82528, -5.54752, 2.09685], [0.62141, -6.34937, 0.24171], [1.76636, -4.69051, -1.19872], [2.39215, -2.48154, -1.74906], [2.64056, 3.77668, -1.37154], [4.16139, 5.31820, -2.60760], [5.82425, 4.39538, -4.18748], [5.96269, 1.94918, -4.53918], [4.43282, 0.43402, -3.29434], [2.32804, -0.68686, 3.12832], [1.20363, 0.68321, 2.66114], [2.06636, 2.14005, 3.33783], [-0.18650, 0.42881, 3.84028], [0.09738, 0.29342, 5.20035], [-0.90382, 0.06868, 6.12840], [-2.22103, -0.02355, 5.70070], [-2.51479, 0.11754, 4.35562], [-1.51638, 0.34460, 3.40693], [-1.98296, 0.59545, 1.63207], [-3.17203, 1.97402, 1.81486], [-3.15115, -0.77896, 1.30736], [2.59895, -0.68197, 4.18507], [3.23395, -0.59807, 2.52601], [1.84347, -1.63134, 2.87959], [2.33757, 2.01970, 4.38792], [1.41672, 3.00311, 3.20320], [2.96667, 2.29862, 2.74207], [1.12348, 0.36288, 5.54248], [-0.65952, -0.03535, 7.17840], [-3.01660, -0.20042, 6.41421], [-3.54825, 0.05547, 4.03664], [-4.03162, 1.68554, 2.42281], [-3.50599, 2.25329, 0.81588], [-2.66071, 2.82623, 2.25530], [-3.89518, -0.90261, 2.09562], [-2.59870, -1.70561, 1.16952], [-3.66021, -0.53616, 0.37230], [-0.40726, 1.40163, -3.72351], [-1.25547, 0.57211, -1.96662], [-3.11812, 1.62728, -1.86172], [-0.22362, 3.00266, 0.93400]],
  "mulliken_charge": [-0.0097, 0.7209, -0.2678, -0.2824, -0.6638, -0.7787, -0.7038, 0.5455, -0.9793, 0.8410, -1.0562, 0.5576, -0.5389, 0.2052, -0.4057, -0.6578, -0.3362, -0.6286, -0.2241, 0.3965, 0.4026, 0.3780, 0.3719, 0.2566, 0.4720, 0.3848, 0.3628, 0.3676, 0.4396, -1.4834, 1.9946, -1.4383, -0.3771, -0.5488, -0.8089, -0.8578, -0.4982, 0.2426, 1.4552, -1.4073, -1.3350, 0.5130, 0.4217, 0.2796, 0.4286, 0.3540, 0.4238, 0.2147, 0.3776, 0.3769, 0.2147, 0.4227, 0.3470, 0.3749, 0.4474, 0.2081, 0.4278, -0.3469, 0.2632, -0.3582, -0.4977]
}

***

No. 3
{
  "formula": "C2H2BrFO",
  "method": "ωB97M-V with the def2-TZVPD basis set",
  "orbital_gap_ev": [9.2782, 7.7160],
  "e_lumo_ev": [-0.54, -1.15],
  "total_energy_ev": -76909.9846,
  "e_above_lowest_kj_mol": 263.2,
  "elements": ["C", "C", "O", "F", "Br", "H", "H"],
  "xyz": [[-0.40058, 0.89817, -0.83860], [0.13541, -0.95601, 1.23925], [-0.70466, -1.34739, 1.93024], [1.33529, -1.50925, 0.98521], [1.01625, 0.54804, -1.99357], [-1.34598, 0.80725, -1.22704], [-0.03573, 1.55919, -0.09549]],
  "mulliken_charge": [-0.7057, 0.4100, -0.2948, -0.1548, -0.0255, 0.3852, 0.3856]
}

***

No. 4
{
  "formula": "C5H5NO2",
  "method": "ωB97M-V with the def2-TZVPD basis set",
  "orbital_gap_ev": 10.7609,
  "e_lumo_ev": 0.98,
  "total_energy_ev": -10844.9527,
  "e_above_lowest_kj_mol": 613.9,
  "elements": ["C", "C", "C", "C", "C", "H", "H", "H", "H", "H", "N", "O", "O"],
  "xyz": [[0.83499, 0.51238, 1.03536], [0.83775, -0.75013, -0.05467], [-0.69221, 0.21209, 0.83116], [-0.92494, 0.77019, -0.60269], [0.30967, 0.02841, -1.31368], [1.63167, -1.68712, -0.24232], [-0.08909, -1.52671, 1.46109], [-1.51408, 0.46748, 1.24437], [-1.71252, 0.99510, -1.35924], [0.16319, -0.53279, -2.20190], [-0.27856, -1.23078, 0.58445], [1.35519, 1.25356, 1.79528], [0.07894, 1.48832, -1.17720]],
  "mulliken_charge": [0.2703, -0.0077, -0.4145, -0.2236, -0.3980, 0.3386, 0.2674, 0.7425, 0.4583, 0.3961, -0.5242, -0.5108, -0.3944]
}

***

No. 5
{
  "formula": "C40H84ClN9O5P3",
  "method": "ωB97M-V with the def2-TZVPD basis set",
  "orbital_gap_ev": 5.7908,
  "e_lumo_ev": -3.14,
  "total_charge": 1,
  "total_energy_ev": -106843.9031,
  "elements": ["C", "C", "C", "C", "C", "C", "C", "O", "C", "C", "C", "C", "C", "C", "C", "C", "C", "C", "P", "N", "N", "C", "C", "C", "O", "O", "C", "C", "C", "C", "C", "Cl", "C", "C", "C", "N", "H", "H", "H", "H", "H", "H", "H", "H", "H", "H", "H", "H", "H", "H", "H", "H", "H", "H", "H", "H", "H", "H", "H", "H", "H", "H", "H", "H", "H", "H", "H", "H", "H", "H", "H", "H", "H", "H", "H", "H", "H", "H", "H", "H", "H", "H", "H", "H", "O", "P", "N", "C", "C", "N", "C", "C", "N", "C", "C", "H", "H", "H", "H", "H", "H", "H", "H", "H", "H", "H", "H", "H", "H", "H", "H", "H", "H", "O", "P", "N", "C", "C", "N", "C", "C", "N", "C", "C", "H", "H", "H", "H", "H", "H", "H", "H", "H", "H", "H", "H", "H", "H", "H", "H", "H", "H"],
  "xyz": [[-0.46035, -3.53763, 4.89766], [-0.94012, -2.04128, 4.33027], [-1.30831, -1.10633, 5.65849], [0.25686, -1.25834, 3.52880], [-0.13933, -0.76797, 2.00998], [-0.76051, -2.04761, 1.19401], [-1.14674, 0.56775, 2.01199], [-2.01709, 0.64716, 0.83668], [-1.45950, 1.45413, -0.25332], [-2.57438, 1.14265, -1.46233], [-4.12987, 1.27592, -0.96731], [-4.84109, -0.11520, -0.48130], [-6.47729, -0.01497, -0.14796], [-7.33622, -1.33394, 0.40639], [-6.57345, -2.78725, 0.66184], [-4.96864, -2.88036, 0.30077], [-4.11536, -1.56631, -0.24951], [0.06129, 1.07429, -0.83687], [0.29938, 1.14756, -2.76958], [-0.33272, -0.19530, -3.49315], [1.04576, 1.96835, -0.05324], [2.46913, 1.81636, -0.57012], [2.99652, 0.26960, -0.68497], [4.59334, 0.29560, -0.18754], [4.93163, 0.48722, 1.11783], [5.72791, 0.15602, -1.12842], [0.48918, 3.39717, 0.12349], [0.71742, 4.08551, 1.62906], [1.12171, 4.54731, -0.85650], [2.54111, 5.19836, -0.34743], [2.37842, 6.75330, 0.24645], [3.75768, 7.87218, -0.33118], [-1.14968, 3.07455, 0.02465], [-2.05235, 4.18365, -0.80599], [-2.07648, 5.54285, 0.16919], [-2.04001, 6.76808, -0.45614], [-0.31598, -4.32296, 4.02413], [-1.24581, -4.01092, 5.63804], [0.56070, -3.49298, 5.48110], [-1.92916, -2.19630, 3.72353], [-0.39891, -0.43272, 5.98073], [-1.58315, -1.87752, 6.51630], [-2.26048, -0.47064, 5.32724], [1.14846, -2.03811, 3.41352], [0.71594, -0.33752, 4.10883], [0.83805, -0.42485, 1.46502], [-0.17360, -3.06000, 1.42653], [-0.79766, -1.88765, 0.03166], [-1.89586, -2.15670, 1.53954], [-1.86953, 0.37609, 2.94358], [-0.55371, 1.54123, 2.27326], [-2.40628, 0.03611, -1.86955], [-2.45689, 1.90366, -2.37493], [-4.21169, 2.12192, -0.14836], [-4.74400, 1.67749, -1.90909], [-7.05105, 1.02250, -0.29079], [-8.48924, -1.16980, 0.62790], [-7.18596, -3.69891, 1.08597], [-4.40828, -3.91643, 0.48005], [-2.96896, -1.64214, -0.46804], [0.23066, -0.09578, -0.67029], [1.68216, 1.18611, -3.16863], [-0.41029, 2.26853, -3.33964], [0.44671, -0.67422, -4.02678], [1.18226, 1.70746, 0.96980], [3.17140, 2.34746, 0.23518], [2.67146, 2.33445, -1.59937], [3.03733, -0.00958, -1.83561], [2.39503, -0.51368, -0.05806], [6.43215, -0.39423, -0.65924], [1.83096, 3.92110, 2.02699], [0.43186, 5.22622, 1.53423], [0.01917, 3.63463, 2.45254], [1.33481, 4.02803, -1.91016], [0.40802, 5.44994, -1.09369], [3.20947, 5.33065, -1.32798], [3.16727, 4.52260, 0.37367], [2.23548, 6.74363, 1.42156], [1.37696, 7.22537, -0.18850], [-1.63447, 3.17828, 1.11095], [-1.53658, 4.41964, -1.83895], [-3.17495, 3.88855, -0.94389], [-2.16413, 5.45439, 1.35693], [-1.97162, 6.62240, -1.48959], [-1.96404, -7.06934, 5.46344], [-2.16553, -8.40157, 4.70068], [-2.92268, -7.66755, 3.39516], [-4.30887, -7.32515, 3.19271], [-2.06340, -6.91138, 2.48787], [-3.14557, -9.09586, 5.91115], [-4.59129, -9.17895, 5.92137], [-2.70514, -8.79356, 7.28817], [-2.39716, -9.93317, 3.82378], [-1.11514, -10.40669, 3.28872], [-3.45296, -10.31203, 2.89182], [-4.58726, -7.49609, 2.14594], [-4.51279, -6.27545, 3.43392], [-4.99895, -7.93346, 3.77127], [-1.73566, -7.55295, 1.66432], [-1.16890, -6.53917, 2.99906], [-2.56266, -6.03602, 2.05667], [-5.05673, -8.19274, 5.86065], [-4.96308, -9.64948, 6.84180], [-4.97302, -9.82450, 5.13223], [-3.08215, -7.82515, 7.62492], [-1.61486, -8.79816, 7.36221], [-3.05680, -9.56653, 7.98129], [-0.84731, -9.86405, 2.37555], [-1.14412, -11.47806, 3.06670], [-0.31448, -10.25112, 4.01774], [-3.30118, -9.88834, 1.89615], [-4.45221, -10.03016, 3.22432], [-3.48401, -11.40294, 2.79178], [3.61891, 4.15001, -4.49009], [4.61203, 4.59628, -5.59091], [5.23056, 5.85963, -4.67559], [4.76591, 7.21646, -4.52434], [6.12096, 5.49055, -3.57819], [3.39223, 4.95079, -6.72852], [2.84966, 6.25504, -7.04736], [2.27208, 3.98809, -6.72875], [5.75376, 5.10932, -6.85647], [6.85986, 4.14986, -6.95670], [6.27213, 6.44124, -7.14635], [5.62123, 7.89954, -4.45894], [4.15618, 7.34435, -3.62241], [4.18172, 7.57555, -5.36741], [7.16041, 5.51068, -3.91937], [5.90832, 4.48060, -3.21108], [6.03533, 6.16028, -2.71473], [2.42089, 6.74384, -6.16976], [2.04899, 6.18813, -7.79654], [3.58602, 6.90447, -7.51769], [1.53715, 4.22974, -5.95750], [2.63071, 2.96752, -6.57364], [1.76945, 3.98533, -7.70287], [7.59196, 4.31108, -6.15788], [7.36946, 4.22439, -7.92247], [6.48766, 3.12500, -6.86799], [7.06751, 6.73733, -6.45814], [5.51022, 7.22080, -7.12908], [6.68078, 6.46587, -8.16295]],
  "mulliken_charge": [-1.2356, 0.8126, -1.0782, -0.9777, 1.5105, -0.8970, 0.4278, -0.4897, 0.9687, -0.8475, -0.4964, 0.1750, -0.4709, -0.3531, -0.4155, -0.4703, -0.1231, -0.3647, 0.5798, -0.8220, -0.6557, -0.5145, 0.0768, 0.1810, -0.5322, -0.4351, 0.6511, -1.2970, -0.4349, -0.0637, -0.3791, -0.1776, -0.3736, -0.4895, -0.1491, -0.6658, 0.1062, 0.3782, 0.2941, 0.0751, 0.2531, 0.3502, 0.2428, 0.3604, 0.3331, -0.9542, 0.2838, 0.3010, -0.0335, 0.1672, -0.4865, 0.3614, 0.3197, 0.3738, 0.4005, 0.2324, 0.2781, 0.2962, 0.2793, 0.1558, -0.0705, 0.0870, 0.1273, 0.2480, 1.0084, 0.4500, 0.1829, 0.4149, 0.1398, 0.3939, 0.2826, 0.3037, 0.3358, -0.0207, 0.3013, -0.0316, 0.2017, 0.3378, 0.2047, 0.2358, 0.4685, 0.1779, 0.3501, 0.3151, -0.7902, 0.7182, 0.4066, -1.1668, -1.1477, 0.2325, -1.0085, -1.0600, -0.0183, -1.0442, -0.9731, 0.3897, 0.3132, 0.3531, 0.2858, 0.2891, 0.3292, 0.3364, 0.3755, 0.2287, 0.3126, 0.3297, 0.3778, 0.3149, 0.3419, 0.3604, 0.2964, 0.2705, 0.3466, -0.5573, 0.4129, 0.5395, -1.0405, -1.3086, 0.2278, -0.9549, -1.0599, -0.0260, -1.0226, -0.9667, 0.3931, 0.1651, 0.3556, 0.2922, 0.3464, 0.4110, 0.2933, 0.3738, 0.2209, 0.2840, 0.3011, 0.3958, 0.3177, 0.3525, 0.3405, 0.3051, 0.2800, 0.3420]
}